Record 1
Formula: C30H63N10O6
Source: the Open Molecules 2025 dataset
Level of theory: ωB97M-V with the def2-TZVPD basis set

Computed properties:
E_tot = -59314.1336 eV

The geometry in ORCA input format:
```
! RIJCOSX wB97M-V def2-TZVPD def2/J DEFGRID3
* xyz 1 1
N 0.41 -2.63 1.16
C 0.44 -1.43 0.58
N 1.25 -1.25 -0.52
C 0.68 -0.21 -1.42
C 0.43 1.10 -0.68
C 0.13 0.88 0.82
N -0.37 -0.47 1.14
C -1.80 -0.59 0.69
C -2.61 -1.73 1.34
C -2.76 -3.04 0.53
C -3.10 -2.88 -0.98
N -3.96 -1.75 -1.28
C -3.73 -0.79 -2.20
C -4.77 0.12 -2.24
C -5.67 -0.41 -1.24
C -5.17 -1.55 -0.67
H 0.28 -3.43 0.55
H 0.54 -2.72 2.18
H 1.23 -2.14 -1.03
H 1.35 -0.04 -2.30
H -0.28 -0.53 -1.86
H -0.33 1.69 -1.21
H 1.36 1.69 -0.74
H 1.03 1.10 1.40
H -0.58 1.67 1.11
H -1.81 -0.59 -0.40
H -2.28 0.35 1.00
H -3.60 -1.34 1.61
H -2.12 -2.01 2.29
H -3.61 -3.59 0.98
H -1.90 -3.72 0.63
H -3.59 -3.80 -1.33
H -2.15 -2.77 -1.54
H -2.82 -0.81 -2.79
H -4.87 1.01 -2.85
H -6.62 0.07 -1.02
H -5.62 -2.19 0.09
C 0.52 5.81 -2.31
C 0.03 4.46 -2.76
O 0.72 3.44 -2.65
N -1.21 4.39 -3.30
C -2.16 5.46 -3.51
H 1.52 5.72 -1.90
H 0.55 6.50 -3.15
H -0.13 6.21 -1.53
H -1.47 3.46 -3.58
H -3.08 5.23 -2.96
H -2.39 5.53 -4.57
H -1.77 6.42 -3.17
C 1.80 -3.97 4.67
C 0.31 -4.09 4.49
O -0.32 -3.39 3.68
N -0.34 -4.99 5.24
C 0.21 -5.90 6.23
H 2.19 -3.20 4.01
H 2.02 -3.68 5.70
H 2.28 -4.92 4.43
H -1.34 -5.02 5.06
H -0.02 -6.92 5.93
H -0.27 -5.70 7.19
H 1.28 -5.78 6.33
C 3.98 -0.27 -3.58
C 5.32 -0.30 -4.27
O 6.30 -0.78 -3.74
N 5.40 0.24 -5.51
C 4.35 0.87 -6.29
H 4.07 -0.73 -2.60
H 3.64 0.76 -3.44
H 3.24 -0.83 -4.16
H 6.33 0.19 -5.91
H 4.24 0.32 -7.23
H 4.64 1.89 -6.52
H 3.40 0.87 -5.77
C 1.49 4.29 1.83
C 2.52 5.30 1.39
O 2.28 6.12 0.51
N 3.73 5.28 2.00
C 4.19 4.39 3.05
H 0.58 4.43 1.25
H 1.86 3.28 1.65
H 1.25 4.42 2.89
H 4.36 5.98 1.66
H 4.47 4.99 3.92
H 5.07 3.85 2.70
H 3.42 3.68 3.34
C -5.50 3.32 -0.90
C -4.83 4.49 -0.21
O -3.65 4.45 0.12
N -5.58 5.59 0.05
C -6.99 5.81 -0.26
H -4.77 2.53 -1.04
H -6.32 2.94 -0.30
H -5.86 3.63 -1.89
H -5.07 6.32 0.51
H -7.07 6.69 -0.91
H -7.53 6.01 0.67
H -7.43 4.96 -0.76
C 4.15 -8.03 2.58
C 3.18 -6.89 2.37
O 2.14 -6.80 3.00
N 3.50 -5.95 1.44
C 4.69 -5.88 0.60
H 3.76 -8.69 3.34
H 4.28 -8.59 1.65
H 5.12 -7.64 2.91
H 2.81 -5.22 1.35
H 5.21 -4.95 0.80
H 4.38 -5.89 -0.45
H 5.36 -6.72 0.78
*
```



Record 2
Formula: C30H64BF3N3O24P5
Source: the Open Molecules 2025 dataset
Level of theory: ωB97M-V with the def2-TZVPD basis set

Computed properties:
SMILES = COB(O)c1ccc(C[C@@H](O)C(F)(F)F)c2ncc(C[C@H](O)CN)nc12.COP(=O)(OC)OC.COP(=O)(OC)OC.COP(=O)(OC)OC.COP(=O)(OC)OC.COP(=O)(OC)OC
E_tot = -141029.1699 eV

The geometry in ORCA input format:
```
! RIJCOSX wB97M-V def2-TZVPD def2/J DEFGRID3
* xyz 0 1
C 5.91 -1.60 -1.25
O 5.44 -1.93 -2.56
B 5.73 -0.94 -3.48
O 7.02 -0.73 -3.94
C 4.50 -0.03 -3.97
C 4.62 1.33 -3.92
C 3.53 2.20 -4.30
C 2.37 1.61 -4.71
C 1.21 2.55 -5.08
C -0.07 2.44 -4.20
O -1.08 1.64 -4.79
C 0.18 1.98 -2.75
F 0.24 0.64 -2.60
F -0.94 2.36 -2.02
F 1.21 2.57 -2.15
C 2.23 0.19 -4.81
N 1.04 -0.31 -5.25
C 0.98 -1.61 -5.27
C 2.07 -2.45 -4.86
C 1.85 -3.97 -4.89
C 1.22 -4.35 -3.49
O 1.99 -5.42 -2.93
C -0.29 -4.70 -3.56
N -1.18 -3.53 -3.56
N 3.25 -2.03 -4.46
C 3.29 -0.66 -4.44
H 6.26 -0.56 -1.18
H 6.70 -2.32 -0.98
H 5.09 -1.72 -0.52
H 7.05 0.21 -4.18
H 5.55 1.81 -3.59
H 3.63 3.28 -4.26
H 0.88 2.34 -6.12
H 1.59 3.58 -5.07
H -0.49 3.46 -4.13
H -1.59 1.19 -4.11
H 0.04 -2.08 -5.58
H 2.79 -4.52 -5.02
H 1.15 -4.19 -5.71
H 1.32 -3.48 -2.82
H 2.27 -5.11 -2.06
H -0.56 -5.29 -2.66
H -0.47 -5.31 -4.46
H -1.42 -3.29 -4.51
H -0.77 -2.73 -3.08
C 0.98 0.61 0.41
O 0.72 0.78 1.81
P 1.10 2.32 2.39
O 2.60 2.11 2.28
O 0.59 1.95 3.88
C 0.04 0.68 4.25
O 1.30 3.93 2.81
C 0.66 4.49 3.96
H 0.64 -0.38 0.12
H 0.44 1.36 -0.16
H 2.05 0.69 0.21
H 0.79 -0.10 4.19
H -0.83 0.45 3.64
H -0.29 0.75 5.29
H 1.13 4.11 4.87
H -0.41 4.29 3.97
H 0.81 5.57 3.93
C 3.78 -2.12 3.99
O 3.97 -2.17 5.41
P 3.61 -3.65 6.12
O 2.12 -3.63 5.94
O 4.04 -3.09 7.59
C 4.43 -1.75 7.87
O 3.75 -5.23 6.62
C 4.47 -5.60 7.80
H 4.10 -1.15 3.63
H 4.37 -2.89 3.50
H 2.72 -2.25 3.74
H 3.60 -1.07 7.73
H 5.29 -1.46 7.27
H 4.73 -1.71 8.92
H 3.92 -5.28 8.68
H 5.47 -5.18 7.79
H 4.54 -6.69 7.81
C -5.21 -6.15 2.11
O -4.88 -5.54 0.85
P -6.01 -5.77 -0.37
O -5.79 -7.23 -0.60
O -5.15 -4.85 -1.40
C -3.87 -4.29 -1.12
O -7.39 -5.61 -1.29
C -7.53 -4.59 -2.28
H -4.44 -5.88 2.83
H -6.17 -5.80 2.47
H -5.22 -7.24 2.00
H -3.13 -5.07 -1.00
H -3.91 -3.64 -0.25
H -3.58 -3.68 -1.98
H -6.89 -4.80 -3.13
H -7.31 -3.60 -1.87
H -8.56 -4.59 -2.62
C -3.34 0.55 0.07
O -4.40 0.40 1.02
P -4.47 1.59 2.21
O -3.23 1.22 2.96
O -5.80 0.90 2.85
C -6.38 -0.32 2.41
O -4.79 3.02 3.01
C -6.08 3.31 3.56
H -3.44 -0.23 -0.68
H -3.40 1.52 -0.43
H -2.37 0.46 0.56
H -5.70 -1.16 2.59
H -6.66 -0.27 1.36
H -7.29 -0.48 2.99
H -6.26 2.69 4.43
H -6.87 3.18 2.82
H -6.07 4.35 3.88
C -0.48 5.10 -0.04
O 0.38 6.22 -0.30
P -0.19 7.30 -1.44
O -0.07 6.43 -2.66
O 1.11 8.26 -1.25
C 2.23 7.96 -0.42
O -1.06 8.53 -2.14
C -0.68 9.90 -2.02
H -0.04 4.51 0.76
H -1.46 5.45 0.28
H -0.58 4.48 -0.93
H 2.77 7.09 -0.80
H 1.92 7.80 0.61
H 2.90 8.82 -0.44
H 0.22 10.09 -2.61
H -0.53 10.18 -0.98
H -1.49 10.51 -2.43
*
```



Record 3
Formula: C30H67BrN4O4PS3
Source: the Open Molecules 2025 dataset
Level of theory: ωB97M-V with the def2-TZVPD basis set

Computed properties:
E_tot = -158177.8963 eV

The geometry in ORCA input format:
```
! RIJCOSX wB97M-V def2-TZVPD def2/J DEFGRID3
* xyz 1 1
C 7.78 1.45 3.38
C 7.91 -0.04 3.02
C 8.64 -0.27 1.68
C 8.11 -1.48 0.93
C 9.00 -1.89 -0.28
C 8.26 -1.94 -1.63
C 8.37 -0.64 -2.44
C 7.45 0.48 -1.95
C 6.11 0.57 -2.70
C 5.75 2.02 -3.06
C 4.35 2.15 -3.67
C 3.34 2.83 -2.73
C 1.91 2.41 -3.02
C 0.87 3.12 -2.15
C -0.43 2.31 -2.03
C -1.68 3.11 -2.41
N -2.73 2.29 -3.02
C -3.67 1.55 -2.46
N -4.55 0.87 -3.19
C -5.34 0.24 -2.34
C -6.46 -0.60 -2.84
C -6.97 -1.76 -1.97
C -7.74 -2.76 -2.86
C -6.83 -3.81 -3.49
C -6.25 -4.79 -2.46
N -5.00 0.50 -1.08
C -5.61 0.06 0.16
N -3.88 1.34 -1.12
P -2.99 1.96 0.28
O -2.86 0.74 1.29
Br -4.42 3.29 1.30
H 8.37 2.08 2.73
H 6.74 1.77 3.30
H 8.06 1.65 4.42
H 8.49 -0.53 3.80
H 6.93 -0.51 2.95
H 9.70 -0.48 1.88
H 8.59 0.62 1.06
H 8.00 -2.32 1.62
H 7.10 -1.27 0.55
H 9.81 -1.17 -0.37
H 9.41 -2.87 -0.06
H 7.21 -2.20 -1.49
H 8.74 -2.72 -2.22
H 9.41 -0.29 -2.32
H 8.23 -0.84 -3.50
H 7.97 1.44 -2.06
H 7.24 0.36 -0.89
H 6.17 -0.03 -3.61
H 5.30 0.16 -2.09
H 5.88 2.64 -2.17
H 6.48 2.34 -3.81
H 4.40 2.69 -4.61
H 3.96 1.15 -3.88
H 3.61 2.54 -1.71
H 3.45 3.92 -2.79
H 1.69 2.60 -4.08
H 1.84 1.34 -2.84
H 0.67 4.10 -2.59
H 1.31 3.28 -1.16
H -0.37 1.48 -2.75
H -0.53 1.89 -1.03
H -2.08 3.68 -1.58
H -1.38 3.83 -3.17
H -2.78 2.30 -4.03
H -7.30 0.04 -3.13
H -6.08 -1.02 -3.77
H -6.16 -2.25 -1.44
H -7.68 -1.37 -1.24
H -8.56 -3.22 -2.31
H -8.17 -2.17 -3.68
H -7.41 -4.37 -4.22
H -6.03 -3.33 -4.04
H -5.29 -4.44 -2.07
H -6.05 -5.75 -2.95
H -6.95 -4.98 -1.66
H -6.68 -0.02 -0.02
H -5.24 -0.92 0.46
H -5.47 0.81 0.93
H -3.21 1.01 2.20
C -4.65 1.62 5.72
S -3.45 2.25 4.57
O -3.33 1.22 3.47
C -2.01 2.04 5.61
H -5.62 1.62 5.23
H -4.40 0.60 6.00
H -4.68 2.27 6.59
H -1.93 0.99 5.90
H -2.12 2.67 6.49
H -1.13 2.34 5.05
C 0.26 -1.98 2.93
S 1.30 -2.10 1.47
O 2.66 -1.65 1.86
C 0.54 -0.73 0.59
H 0.60 -2.73 3.64
H 0.35 -0.98 3.36
H -0.78 -2.18 2.65
H 0.61 0.18 1.19
H -0.51 -0.96 0.38
H 1.08 -0.60 -0.35
C -7.10 -0.72 3.07
S -6.95 -1.78 4.51
O -6.10 -1.06 5.49
C -5.91 -3.02 3.73
H -7.69 0.15 3.36
H -6.10 -0.41 2.76
H -7.61 -1.26 2.27
H -5.00 -2.54 3.37
H -6.45 -3.49 2.92
H -5.65 -3.76 4.49
*
```



Record 4
Formula: C30H68FN2O5S
Source: the Open Molecules 2025 dataset
Level of theory: ωB97M-V with the def2-TZVPD basis set

Computed properties:
E_tot = -58975.1760 eV

The geometry in ORCA input format:
```
! RIJCOSX wB97M-V def2-TZVPD def2/J DEFGRID3
* xyz 1 1
C 8.16 3.23 1.48
C 7.48 1.94 1.96
C 7.96 0.71 1.18
C 7.42 0.64 -0.27
C 6.64 -0.63 -0.65
C 5.10 -0.62 -0.52
S 4.63 -0.26 1.23
C 4.45 -1.92 -0.99
C 4.78 -3.17 -0.14
O 3.66 -3.99 0.03
C 2.66 -3.52 0.92
C 1.42 -3.02 0.17
O 1.17 -1.67 0.51
C 0.10 -1.11 -0.23
C -1.27 -1.63 0.17
N 4.77 -2.22 -2.40
C 5.04 -1.08 -3.27
C 4.38 0.23 -2.86
C 5.00 1.37 -3.67
C 4.19 2.64 -3.82
C 2.77 2.46 -4.32
F 4.17 3.27 -2.55
N 4.52 0.52 -1.35
C 3.21 1.04 -0.82
H 9.21 3.06 1.25
H 7.68 3.63 0.58
H 8.11 4.01 2.23
H 7.65 1.80 3.02
H 6.40 2.04 1.81
H 9.04 0.76 1.14
H 7.69 -0.20 1.73
H 8.27 0.68 -0.94
H 6.85 1.56 -0.47
H 7.01 -1.47 -0.06
H 6.88 -0.88 -1.68
H 5.69 -0.86 1.76
H 3.37 -1.79 -0.88
H 5.50 -3.77 -0.70
H 5.24 -2.91 0.82
H 2.40 -4.36 1.56
H 3.05 -2.72 1.55
H 1.61 -3.12 -0.90
H 0.55 -3.65 0.40
H 0.14 -0.03 -0.07
H 0.27 -1.29 -1.31
H -1.29 -1.82 1.24
H -1.57 -2.52 -0.37
H -2.03 -0.87 -0.04
H 3.99 -2.74 -2.78
H 4.67 -1.31 -4.27
H 6.11 -0.92 -3.38
H 3.31 0.16 -3.03
H 5.19 0.99 -4.67
H 5.98 1.62 -3.25
H 4.73 3.32 -4.48
H 2.44 3.32 -4.89
H 2.70 1.59 -4.98
H 2.07 2.30 -3.50
H 5.19 1.30 -1.28
H 3.40 1.66 0.05
H 2.57 0.20 -0.58
H 2.75 1.66 -1.58
C -4.04 1.02 2.49
C -4.86 0.60 1.27
O -4.68 -0.75 0.90
C -5.07 -1.72 1.86
C -6.54 -1.67 2.24
H -2.99 0.76 2.34
H -4.12 2.09 2.63
H -4.39 0.54 3.40
H -4.55 1.17 0.40
H -5.92 0.82 1.44
H -4.44 -1.64 2.76
H -4.83 -2.68 1.40
H -6.79 -0.76 2.79
H -6.80 -2.52 2.87
H -7.16 -1.69 1.34
C -11.99 -2.63 4.81
C -11.31 -1.60 3.93
O -10.13 -2.07 3.29
C -10.32 -3.16 2.40
C -11.24 -2.86 1.23
H -11.27 -3.06 5.51
H -12.79 -2.16 5.38
H -12.43 -3.44 4.23
H -10.97 -0.75 4.54
H -12.01 -1.20 3.19
H -10.67 -4.04 2.95
H -9.32 -3.39 2.03
H -12.28 -2.72 1.55
H -11.22 -3.69 0.52
H -10.92 -1.95 0.72
C 0.09 4.55 -2.43
C -1.03 3.67 -2.96
O -1.17 2.43 -2.27
C -1.45 2.55 -0.89
C -2.71 3.33 -0.57
H 1.02 4.00 -2.37
H 0.23 5.41 -3.09
H -0.14 4.94 -1.43
H -0.82 3.39 -4.00
H -1.97 4.21 -2.96
H -0.59 2.98 -0.36
H -1.56 1.52 -0.53
H -2.61 4.39 -0.80
H -2.94 3.24 0.50
H -3.56 2.93 -1.13
*
```